P) Below is C3H3OP as an isolated structure, with properties calculated with the ωB97M-V functional and the def2-TZVPD basis.

CARTESIAN COORDINATES (ANGSTROEM)
C1 -0.315 1.911 -0.006
C2 -0.619 1.301 -1.070
C3 0.449 -1.715 0.529
O1 -1.120 0.592 -1.931
P1 0.326 -0.150 1.087
H1 -0.121 2.697 0.637
H2 0.251 -2.378 -0.397
H3 1.150 -2.258 1.150

Properties
2S+1 = 1
Lowest unoccupied orbital energy = -1.1 eV
Total charge = 0
Kohn-Sham gap = 8.0 eV

***

Q) Below is a 2-piece molecular cluster, C3H3OP overall, with properties calculated with the ωB97M-V functional and the def2-TZVPD basis.

CARTESIAN COORDINATES (ANGSTROEM)
C1 0.214 -1.144 0.722
C2 -1.080 -0.925 0.685
C3 -0.264 0.121 0.255
O1 0.930 2.065 -1.085
P1 0.492 1.039 -2.249
H1 1.136 -1.374 1.191
H2 -2.042 -1.380 0.610
H3 0.614 1.598 -0.130

Properties
2S+1 = 1
Lowest unoccupied orbital energy (spin up / spin down) = -0.4 / -0.3 eV
Total charge = 0
Kohn-Sham gap (spin up / spin down) = 6.7 / 6.7 eV

***

R) Below is C3H3OP as an isolated structure, with properties calculated with the ωB97M-V functional and the def2-TZVPD basis.

CARTESIAN COORDINATES (ANGSTROEM)
C1 0.914 -0.044 -0.059
C2 0.281 1.105 -0.043
C3 -0.519 -1.359 -0.038
O1 -1.077 1.105 -0.003
P1 -1.804 -0.387 -0.060
H1 1.942 -0.304 0.091
H2 0.497 2.185 -0.134
H3 -0.234 -2.301 0.244

Properties
2S+1 = 1
Lowest unoccupied orbital energy = 0.8 eV
Total charge = 0
Kohn-Sham gap = 10.4 eV

***

Short version: Q) is the least stable of them.